No. 1
The following is a DFT calculation (ωB97M-V/def2-TZVPD) of a structure of composition C46H35BrN6O4PYb at a distorted geometry.

Values from the calculation:
DFT total energy   -176260.9121 eV
Kohn-Sham gap (alpha / beta)   3.379 / 5.685 eV
Spin multiplicity   2
Energy relative to the best compared isomer or geometry (same formula, charge and spin)   0.0 kJ/mol

Last column: Mulliken spin population.
Element x y z (Å)
C1 4.61910 -0.85272 3.05836  -0.009
C2 3.30908 2.44618 3.43594  -0.130
Br1 -5.09088 0.57255 -3.21213  0.000
C3 0.83810 2.06353 2.21711  0.288
C4 2.88427 0.51983 -1.87964  -0.008
N1 -2.94852 -1.24576 0.93256  0.000
H1 -5.25008 -2.21965 -4.52611  0.000
C5 5.37538 -0.74087 4.24155  -0.003
C6 -1.86415 -2.48057 -4.30812  0.000
C7 0.79083 -4.72855 1.94765  0.000
C8 3.25680 2.16537 2.10955  0.270
N2 -3.99862 4.95842 -5.83944  0.000
H2 -3.67961 -2.61763 -0.40493  0.000
C9 -1.88297 2.67336 -2.90547  0.001
H3 -3.65739 4.01926 -6.17321  0.000
C10 2.00017 1.86235 0.02993  -0.031
H4 -4.70424 5.06695 -1.95134  0.000
C11 -2.53671 -0.92437 2.14982  -0.007
H5 2.19692 1.32578 -3.80874  0.000
H6 -2.68945 -1.29705 4.21702  0.000
C12 -3.44855 -2.94950 2.96465  0.000
C13 -3.34273 3.51283 -1.31163  0.000
C14 2.27410 1.50826 -2.73053  0.026
H7 2.02908 -3.40223 3.10131  -0.001
C15 3.72672 -0.50230 -2.30685  0.005
C16 -4.08212 5.30523 -4.49661  0.000
C17 1.79368 2.68521 -2.18271  -0.013
H8 -3.32038 -3.66612 -5.39659  0.000
C18 2.17801 2.23497 4.22398  0.502
N3 -1.13376 0.84558 1.50167  0.002
C19 1.57282 2.88943 -0.84113  0.038
C20 -1.63502 -1.45240 -3.41127  -0.001
C21 1.23004 -2.36487 1.37667  0.004
C22 3.44119 -1.43614 5.47446  0.003
N4 2.00711 2.07663 1.48374  0.128
C23 2.65105 0.71508 -0.46467  0.008
C24 2.70897 -1.53579 4.32352  0.008
H9 -3.58927 3.51598 -0.24417  0.000
C25 -3.53840 -3.42054 1.64741  0.000
H10 3.79587 -2.41813 0.44724  0.000
C26 -3.86691 4.39019 -2.19946  0.000
H11 -0.94132 -3.05550 -4.51419  0.000
C27 0.09339 -4.88015 0.71509  0.000
H12 -1.21833 2.86656 2.02400  0.004
H13 2.33828 1.95665 5.28307  0.021
O1 0.62286 -1.95804 -3.18000  0.000
H14 0.74091 -5.50549 2.71807  0.000
H15 5.08405 -0.56057 2.12438  0.004
H16 1.66350 -1.86422 4.32192  -0.005
C28 -3.82771 -0.82417 -3.54118  0.000
H17 -1.05682 1.97683 -3.11894  0.002
H18 2.97039 -1.73572 6.40786  0.000
N5 -2.39488 2.60488 -1.67157  0.002
H19 -1.69443 3.64327 -4.79517  0.000
C29 3.24742 -1.15107 3.06677  0.024
O2 -0.23833 -0.31100 -1.80389  -0.007
H20 5.27021 -0.84240 6.38501  0.000
H21 4.25883 2.78299 3.78803  0.002
H22 -0.42909 -3.88300 -1.18748  0.000
C30 4.16649 -1.47264 -1.41143  -0.004
Yb1 -1.98223 0.30120 -0.79263  0.007
C31 1.36052 -3.50428 2.25023  -0.002
C32 -3.16342 -2.81717 -4.75662  0.000
H23 -0.35695 -5.84720 0.54373  0.000
H24 -3.78293 -3.70061 3.68744  0.000
H25 4.16685 2.12582 1.43635  0.031
C33 -2.87618 -1.77279 3.23231  0.001
H26 1.18817 3.78664 -0.41512  -0.001
H27 -0.02179 1.85292 4.14886  -0.010
C34 -3.47058 -2.47246 0.66758  0.000
N6 -2.67665 -0.69957 -2.95269  0.000
C35 -0.30788 -1.20171 -2.76279  0.003
C36 0.09063 -3.87161 -0.22634  0.000
C37 -3.37119 4.44066 -3.51604  0.000
C38 3.69798 -1.48025 -0.09581  0.004
O3 -2.00010 0.76709 3.60738  0.000
C39 0.71934 -2.61660 0.11024  0.003
C40 4.78120 -1.06480 5.48787  -0.008
H28 -0.42181 2.36721 0.44244  0.016
H29 0.71627 -1.82315 -0.61267  -0.002
C41 0.90832 2.10259 3.60673  -0.159
C42 2.94403 -0.42282 0.33256  -0.010
O4 -4.78130 6.24052 -4.17353  0.000
C43 -1.83333 0.33906 2.44482  -0.004
P1 2.00150 -0.86112 1.81607  0.004
H30 6.38595 -0.34085 4.22466  -0.001
H31 1.43976 3.46151 -2.90459  0.000
C44 -2.29316 3.58787 -3.86300  -0.002
H32 3.98177 -0.59978 -3.39340  0.000
C45 -4.16832 -1.94667 -4.37063  0.000
H33 -3.69277 -4.47866 1.45724  0.000
H34 4.93293 -2.23054 -1.66471  0.000
C46 -0.49281 2.15147 1.55124  0.008
H35 -4.69674 5.34311 -6.44692  0.000

Cartesian forces (eV/Å) of the 3 atoms listed first:
C -0.1 0.6 0.0
C 0.4 -0.6 -1.4
Br 0.0 -0.4 0.1

No. 2
The following is a DFT calculation (ωB97M-V/def2-TZVPD) of a structure of composition C29H27BBrN6O4SbTa.

Values from the calculation:
DFT total energy   -126421.8570 eV
Kohn-Sham gap   5.722 eV
Spin multiplicity   1
Net charge   +3
Energy relative to the best compared isomer or geometry (same formula, charge and spin)   81.4 kJ/mol

Last column: Löwdin charge in e.
Element x y z (Å)
Sb1 -0.04262 -0.75292 0.44450  1.532
C1 3.66491 -0.23106 -3.11557  0.031
C2 1.43819 0.49280 2.86174  -0.118
C3 -2.56754 0.97673 -1.58002  -0.669
Ta1 0.39379 1.56716 -1.35974  1.746
N1 -0.27284 3.65433 -2.76657  -0.428
H1 -1.65609 3.41135 0.41294  0.132
C4 -3.67215 2.81612 0.05856  0.066
C5 -4.14945 -0.66117 1.83764  -0.056
H2 2.96075 -4.89819 0.86141  0.125
C6 1.22982 -4.18139 -1.96152  -0.053
C7 2.91781 -0.15677 -4.30936  0.038
H3 -6.18189 2.61522 0.00030  0.164
C8 -2.09969 -1.12431 0.66933  -0.411
N2 1.83459 2.29942 -0.10167  -0.173
H4 4.92848 2.21844 0.75534  0.163
C9 -4.09919 -2.33024 0.09811  -0.045
C10 0.03178 -1.41925 3.33803  -0.122
H5 3.61367 4.49945 1.56648  0.137
C11 0.56457 -0.50048 2.43355  -0.382
C12 2.30694 -4.36615 0.18353  -0.036
C13 -4.50780 1.92847 -0.64596  -0.259
Br1 -1.60253 -0.20125 -2.70134  1.015
H6 1.85520 1.20829 2.16691  0.065
C14 3.21204 3.66453 1.01764  0.036
N3 2.96713 0.25788 -2.11347  -0.036
C15 1.73431 0.40859 -3.95349  -0.082
H7 1.54467 -0.29888 6.14961  0.126
C16 0.61967 -3.00226 -1.55764  -0.147
C17 2.07098 -4.86191 -1.09093  -0.034
C18 0.39347 -1.34429 4.67523  -0.035
H8 1.04134 -4.57402 -2.95197  0.120
C19 0.85297 -2.51251 -0.27508  -0.383
H9 -4.53748 0.28996 -2.06737  0.154
O1 0.14116 3.67818 -1.52657  -0.128
H10 -4.60099 -3.09408 -0.48123  0.125
H11 2.54113 -5.78346 -1.40669  0.125
N4 -1.73999 1.80734 -0.91702  -0.198
N5 3.07947 1.70510 -0.04139  -0.054
C20 1.78687 0.56327 4.20303  -0.048
C21 -2.74424 -2.09438 -0.09469  -0.141
C22 -3.92178 0.97690 -1.50342  0.029
H12 1.89922 -2.80681 1.59285  0.103
C23 -4.80083 -1.60981 1.05744  -0.037
H13 -4.08551 3.56889 0.71711  0.148
C24 1.70279 -3.18669 0.59765  -0.108
O2 -0.57328 4.58446 -3.38819  0.312
C25 1.26760 -0.35472 5.10555  -0.030
H14 0.88830 0.68301 -4.56276  0.118
N6 1.73831 0.66928 -2.59680  -0.168
H15 2.52977 -0.45713 -0.02245  0.029
H16 -0.65855 -2.19095 3.01544  0.114
C26 -2.79750 -0.41266 1.64394  -0.137
C27 3.89720 2.50374 0.61040  0.025
B1 3.31134 0.26162 -0.58427  -0.388
O3 -5.81401 1.92456 -0.57227  0.185
H17 -2.19725 -2.68685 -0.81971  0.092
H18 2.46559 1.33302 4.54561  0.119
C28 -2.31952 2.72944 -0.10266  -0.073
H19 -0.04435 -2.49651 -2.24661  0.044
H20 4.44974 -0.04549 -0.43697  0.107
H21 -2.28728 0.29780 2.28659  0.107
H22 3.23193 -0.46378 -5.29246  0.136
C29 1.94487 3.51368 0.54613  -0.077
H23 1.10889 4.18928 0.61228  0.126
H24 -5.85176 -1.81134 1.21843  0.126
H25 -4.68868 -0.13729 2.61694  0.122
H26 -0.00952 -2.05915 5.37988  0.126
O4 -0.29808 2.42042 -3.18808  -0.172
H27 4.66113 -0.61063 -2.94411  0.162

Cartesian forces (eV/Å) of the 3 atoms listed first:
Sb 0.0 0.0 0.0
C 0.0 0.0 0.0
C 0.0 0.0 0.0

No. 3
The following is a DFT calculation (ωB97M-V/def2-TZVPD) of a cluster of 2 separate species, C12H23N3O3S in total at a distorted geometry.

Values from the calculation:
DFT total energy   -34266.1767 eV
Kohn-Sham gap   9.270 eV
Spin multiplicity   1
SMILES string   CNC(=O)[C@H](CS)NC(C)=O.O=CN1CCCCC1
Energy relative to the best compared isomer or geometry (same formula, charge and spin)   67.0 kJ/mol

Last column: Löwdin charge in e.
Element x y z (Å)
H1 -2.33028 1.47372 1.36768  0.072
H2 4.98931 -0.02397 -0.58628  0.119
H3 -2.78732 3.16345 -2.07348  0.153
O1 -4.07785 4.83771 -1.06479  0.038
H4 6.04685 -0.80993 0.59118  0.123
C1 4.30652 -3.71592 0.50373  -0.182
H5 3.10943 0.63099 0.53185  0.132
H6 4.42906 -4.65805 1.04670  0.111
H7 6.44108 -3.40547 0.33180  0.112
C2 -4.19307 3.60223 0.95051  0.017
S1 -0.73558 -0.00657 0.34111  0.747
C3 -2.76175 1.48943 -0.76300  -0.275
C4 5.56496 -3.42764 -0.32466  -0.208
C5 -1.77847 1.47688 0.42614  -0.510
H8 -6.38428 -0.57708 -1.72082  0.087
H9 -4.72293 2.66101 1.07305  0.077
H10 3.44870 -3.82747 -0.16750  0.117
C6 5.42239 -2.08144 -1.04307  -0.187
H11 0.04955 0.19049 1.41396  -0.148
C7 5.16263 -0.95673 -0.03840  -0.168
C8 -4.00140 0.56771 -0.62165  -0.474
H12 -3.30891 3.62172 1.58385  0.082
O2 -3.91749 -0.53915 -0.10363  0.047
H13 -5.17504 1.93019 -1.53621  0.126
H14 -6.59067 -0.08820 -0.02886  0.088
H15 5.71586 -4.22518 -1.05918  0.108
H16 3.06462 -2.78274 1.98960  0.123
C9 -3.77349 3.80493 -0.49312  -0.564
O3 2.11673 -0.49210 1.82442  -0.042
C10 3.04308 -0.32651 1.03980  -0.279
H17 6.33313 -1.86579 -1.61018  0.110
H18 -2.21400 1.06607 -1.60594  0.135
H19 4.79420 -2.57235 2.27655  0.127
C11 4.02355 -2.58390 1.49873  -0.142
N1 -5.16922 1.01863 -1.10442  0.016
H20 -1.13317 2.35534 0.38562  0.080
C12 -6.42795 0.27877 -1.04446  -0.051
H21 -4.85131 4.42084 1.24084  0.088
N2 -3.07507 2.87694 -1.15050  0.082
H22 4.59000 -2.13394 -1.75250  0.117
N3 4.01697 -1.29157 0.80477  -0.087
H23 -7.25938 0.92464 -1.32924  0.085

Cartesian forces (eV/Å) of the 3 atoms listed first:
H 0.1 0.0 0.0
H -0.2 -0.1 0.3
H -0.1 0.1 0.0

No. 4
The following is a DFT calculation (ωB97M-V/def2-TZVPD) of a cluster of 2 separate species, C10H16 in total at a distorted geometry.

Values from the calculation:
DFT total energy   -10628.6916 eV
Kohn-Sham gap   9.891 eV
Spin multiplicity   1
SMILES string   CCc1ccccc1.CC
Energy relative to the best compared isomer or geometry (same formula, charge and spin)   101.5 kJ/mol

Last column: Löwdin charge in e.
Element x y z (Å)
H1 -0.32698 3.05878 1.76670  0.060
C1 0.06214 2.33328 1.05496  -0.134
H2 1.93477 2.90174 2.09034  0.053
H3 -3.94174 -1.27132 0.01841  0.062
H4 -0.53709 1.43216 1.07661  0.023
C2 1.55345 2.10985 1.44940  -0.161
H5 -2.63092 -2.35324 -0.65430  0.072
C3 -2.98359 -1.33955 -0.48458  -0.087
C4 1.69717 -1.58325 0.21403  -0.096
H6 -0.04421 -2.14471 1.31502  0.112
H7 3.25969 -0.90101 -1.13929  0.097
H8 2.37405 -1.97632 0.96542  0.104
C5 -0.52719 -0.94189 -0.42074  -0.276
C6 0.32638 -1.60850 0.45248  -0.046
H9 0.17046 2.71711 0.03937  0.066
H10 1.79805 -0.37535 -2.87945  0.100
H11 1.70600 1.19008 2.02015  0.053
H12 -3.19573 -0.96580 -1.49796  0.070
C7 -1.85758 -0.40704 0.05925  -0.212
H13 -0.70556 0.09158 -2.21963  0.115
C8 -0.02481 -0.53394 -1.65387  -0.053
C9 1.32185 -0.61541 -1.93903  -0.079
H14 2.18096 2.03561 0.55861  0.054
H15 -1.89667 -0.42997 1.14596  0.106
H16 -1.92195 0.56250 -0.42197  0.097
C10 2.20906 -0.98538 -0.91589  -0.101

Cartesian forces (eV/Å) of the 3 atoms listed first:
H -0.5 0.1 -0.4
C 1.7 0.3 0.3
H 0.0 0.2 -0.2